[1]
C4H14IN4 as an isolated structure. Source: the OMol25 dataset; level of theory: ωB97M-V with the def2-TZVPD basis set.

Atoms and positions in Å:
C: -1.239 -2.515 -1.607
C: 2.008 -2.891 0.215
C: -0.025 5.973 1.128
C: -0.359 -2.368 -0.386
N: -0.925 -2.210 0.748
N: 0.911 -2.539 -0.648
N: -0.221 4.729 1.127
N: -0.422 3.635 1.103
I: -2.156 1.553 -1.143
H: -2.344 -2.537 -1.434
H: -0.962 -3.358 -2.156
H: -0.994 -1.685 -2.381
H: 2.830 -2.407 -0.190
H: 1.630 -2.433 1.182
H: 2.174 -3.913 0.257
H: 0.946 6.369 0.910
H: -1.526 2.544 -0.116
H: -0.700 6.581 1.746
H: -1.877 -1.843 0.703
H: -0.548 -2.146 1.734
H: 1.707 2.243 0.581
H: 0.972 2.032 0.328
H: 1.122 -2.813 -1.701

Output
Net charge: +1
Lowest unoccupied orbital energy (eV): -2.87
DFT total energy (eV): -18426.328
Max |F| (eV/Å): 4.5
Energy above the lowest of the compared OMol25 structures with the same formula, charge and spin (kcal per mole): 14.4
HOMO (eV): -11.10
Gap between HOMO and LUMO (eV): 8.23

Charges per atom according to Mulliken partitioning, unit e:
1. C -1.422
2. C -0.788
3. C -0.360
4. C 1.036
5. N -0.384
6. N -0.250
7. N 0.630
8. N -0.773
9. I -0.125
10. H 0.325
11. H 0.437
12. H 0.338
13. H 0.304
14. H 0.269
15. H 0.318
16. H 0.242
17. H 0.176
18. H 0.229
19. H 0.249
20. H 0.235
21. H 0.204
22. H -0.199
23. H 0.310

[2]
A 2-piece molecular cluster, C4H14N overall. Source: the OMol25 dataset; level of theory: ωB97M-V with the def2-TZVPD basis set.

Atoms and positions in Å:
C: 1.566 -1.982 0.284
C: 0.647 -2.289 -0.874
H: 2.284 -2.802 0.455
H: 2.176 -1.072 0.204
H: 1.032 -1.826 1.264
H: -0.192 -1.615 -1.006
H: 0.127 -3.259 -0.916
H: 1.272 -2.351 -1.789
C: -1.234 1.929 0.472
C: -0.312 1.050 1.234
N: -0.894 1.886 -1.035
H: -2.236 1.520 0.637
H: -1.342 2.955 0.827
H: 0.743 1.338 1.204
H: -0.265 -0.004 0.872
H: -0.254 1.141 -1.330
H: -1.799 1.649 -1.442
H: -0.631 2.829 -1.323
H: -0.687 0.903 2.263

Output
Net charge: +1
Lowest unoccupied orbital energy (eV): -3.84
DFT total energy (eV): -5857.940
Max |F| (eV/Å): 2.0
Energy above the lowest of the compared OMol25 structures with the same formula, charge and spin (kcal per mole): 21.1
HOMO (eV): -14.61
Gap between HOMO and LUMO (eV): 10.76

Charges per atom according to Mulliken partitioning, unit e:
1. C -0.841
2. C -0.713
3. H 0.321
4. H 0.268
5. H 0.273
6. H 0.179
7. H 0.314
8. H 0.259
9. C -0.324
10. C -0.989
11. N -0.283
12. H 0.275
13. H 0.348
14. H 0.355
15. H 0.136
16. H 0.324
17. H 0.364
18. H 0.371
19. H 0.364

[3]
A 2-piece molecular cluster, C4H14N overall. Source: the OMol25 dataset; level of theory: ωB97M-V with the def2-TZVPD basis set.

Atoms and positions in Å:
C: 2.461 -1.096 0.651
C: 1.184 -1.392 1.585
H: 2.820 -2.051 0.317
H: 3.188 -0.502 1.274
H: 2.154 -0.629 -0.328
H: 0.417 -0.494 1.680
H: 0.702 -2.248 1.165
H: 1.628 -1.554 2.596
C: -1.430 0.990 -2.151
N: -0.827 0.491 -0.772
C: -1.559 1.166 0.392
H: -2.211 0.135 -2.271
H: -1.951 1.976 -1.889
H: -0.627 0.963 -2.904
H: 0.158 0.810 -0.664
H: -0.875 -0.534 -0.533
H: -2.619 0.815 0.212
H: -1.518 2.172 0.253
H: -1.098 0.983 1.387

Output
Net charge: +1
Lowest unoccupied orbital energy (eV): -3.55
DFT total energy (eV): -5857.106
Max |F| (eV/Å): 3.4
Energy above the lowest of the compared OMol25 structures with the same formula, charge and spin (kcal per mole): 40.3
HOMO (eV): -15.26
Gap between HOMO and LUMO (eV): 11.72

Charges per atom according to Mulliken partitioning, unit e:
1. C -0.764
2. C -0.472
3. H 0.298
4. H 0.264
5. H 0.203
6. H -0.131
7. H 0.279
8. H 0.340
9. C -0.681
10. N -0.237
11. C -0.957
12. H 0.344
13. H 0.291
14. H 0.353
15. H 0.334
16. H 0.401
17. H 0.396
18. H 0.432
19. H 0.306

[4]
A 2-piece molecular cluster, C4H14N overall. Source: the OMol25 dataset; level of theory: ωB97M-V with the def2-TZVPD basis set.

Atoms and positions in Å:
C: 0.868 0.208 1.558
C: -0.415 -0.346 2.108
N: 1.276 -0.580 0.326
H: 0.719 1.306 1.051
H: 1.591 0.260 2.329
H: -0.332 -1.319 2.626
H: -1.211 -0.361 1.409
H: 0.860 -1.522 0.405
H: 1.120 -0.255 -0.564
H: 2.334 -0.782 0.416
H: -0.602 0.366 3.027
C: -1.375 -0.121 -1.768
C: -0.429 0.862 -2.128
H: -1.913 0.234 -0.857
H: -2.270 -0.157 -2.328
H: -0.949 -1.114 -1.785
H: 0.484 0.440 -2.576
H: -0.106 1.506 -1.336
H: -0.552 1.839 -2.723

Output
Net charge: +1
Lowest unoccupied orbital energy (eV): -3.59
DFT total energy (eV): -5856.734
Max |F| (eV/Å): 6.5
Energy above the lowest of the compared OMol25 structures with the same formula, charge and spin (kcal per mole): 48.9
HOMO (eV): -14.52
Gap between HOMO and LUMO (eV): 10.93

Charges per atom according to Mulliken partitioning, unit e:
1. C -0.249
2. C -1.140
3. N -0.217
4. H 0.237
5. H 0.375
6. H 0.407
7. H 0.324
8. H 0.398
9. H 0.093
10. H 0.417
11. H 0.306
12. C -0.677
13. C -0.997
14. H 0.166
15. H 0.349
16. H 0.299
17. H 0.394
18. H 0.188
19. H 0.328

[5]
A 2-piece molecular cluster, C4H14N2 overall. Source: the OMol25 dataset; level of theory: ωB97M-V with the def2-TZVPD basis set.

Atoms and positions in Å:
C: 1.165 -2.202 -1.339
C: 1.173 -0.694 -1.131
N: 1.310 0.053 -2.401
H: 2.065 -2.490 -1.891
H: 1.181 -2.742 -0.395
H: 0.292 -2.508 -1.917
H: 0.213 -0.427 -0.686
H: 1.978 -0.406 -0.457
H: 1.032 -0.574 -3.156
H: 0.602 0.781 -2.445
C: -0.795 1.471 2.624
C: -0.997 1.464 1.103
N: -1.947 0.386 0.793
H: -0.590 0.442 2.933
H: 0.067 2.072 2.913
H: -1.676 1.812 3.161
H: -1.467 2.395 0.785
H: -0.004 1.363 0.654
H: -2.081 0.311 -0.202
H: -1.522 -0.506 1.054

Output
Structure (SMILES): CCN.CCN
Lowest unoccupied orbital energy (eV): 0.92
DFT total energy (eV): -7354.883
Max |F| (eV/Å): 1.0
Energy above the lowest of the compared OMol25 structures with the same formula, charge and spin (kcal per mole): 5.4
HOMO (eV): -9.43
Gap between HOMO and LUMO (eV): 10.35

Charges per atom according to Mulliken partitioning, unit e:
1. C -1.339
2. C 0.394
3. N -0.630
4. H 0.362
5. H 0.376
6. H 0.347
7. H -0.316
8. H 0.271
9. H 0.241
10. H 0.239
11. C -1.143
12. C 0.005
13. N -0.680
14. H 0.291
15. H 0.344
16. H 0.288
17. H 0.336
18. H 0.119
19. H 0.249
20. H 0.245

[6]
A 2-piece molecular cluster, C4H14N2 overall. Source: the OMol25 dataset; level of theory: ωB97M-V with the def2-TZVPD basis set.

Atoms and positions in Å:
C: -3.370 -0.953 2.576
C: -2.343 -0.190 1.771
N: -2.842 1.227 1.386
H: -3.040 -1.973 2.657
H: -4.373 -0.902 2.293
H: -3.391 -0.509 3.668
H: -2.096 -0.774 0.909
H: -1.280 0.002 2.315
H: -2.783 1.433 0.447
H: -3.767 1.187 1.651
C: 2.318 0.070 -0.862
N: 2.644 -0.297 -2.131
C: 3.474 0.499 -2.977
H: 2.300 1.152 -0.930
H: 3.181 -0.239 -0.247
H: 1.441 -0.390 -0.493
H: 2.784 -1.250 -2.386
H: 4.043 1.166 -2.292
H: 4.160 -0.110 -3.501
H: 2.940 0.853 -3.856

Output
Structure (SMILES): CCN.CNC
Lowest unoccupied orbital energy (eV): 1.04
DFT total energy (eV): -7352.941
Max |F| (eV/Å): 4.9
Energy above the lowest of the compared OMol25 structures with the same formula, charge and spin (kcal per mole): 50.2
HOMO (eV): -7.88
Gap between HOMO and LUMO (eV): 8.93

Charges per atom according to Mulliken partitioning, unit e:
1. C -1.106
2. C -0.120
3. N -0.537
4. H 0.313
5. H 0.401
6. H 0.251
7. H 0.213
8. H 0.176
9. H 0.203
10. H 0.206
11. C -0.724
12. N -0.266
13. C -0.911
14. H 0.284
15. H 0.287
16. H 0.244
17. H 0.189
18. H 0.346
19. H 0.316
20. H 0.238

[7]
A 2-piece molecular cluster, C4H14N2 overall. Source: the OMol25 dataset; level of theory: ωB97M-V with the def2-TZVPD basis set.

Atoms and positions in Å:
C: 2.323 2.188 0.194
C: 1.532 1.704 -1.009
N: 0.133 2.128 -0.922
H: 1.989 1.883 1.184
H: 3.349 1.849 0.049
H: 2.424 3.278 0.193
H: 2.049 2.125 -1.878
H: 1.513 0.613 -1.036
H: 0.081 3.121 -0.732
H: -0.385 1.872 -1.750
C: -0.933 -1.146 0.669
C: -1.951 -2.131 0.080
N: -1.967 -3.450 0.706
H: -0.116 -1.649 1.195
H: -0.435 -0.502 -0.027
H: -1.433 -0.556 1.445
H: -2.968 -1.801 0.156
H: -1.725 -2.256 -0.980
H: -1.067 -3.888 0.851
H: -2.413 -3.384 1.613

Output
Structure (SMILES): CCN.CCN
Lowest unoccupied orbital energy (eV): 1.09
DFT total energy (eV): -7354.761
Max |F| (eV/Å): 1.6
Energy above the lowest of the compared OMol25 structures with the same formula, charge and spin (kcal per mole): 8.2
HOMO (eV): -8.96
Gap between HOMO and LUMO (eV): 10.05

Charges per atom according to Mulliken partitioning, unit e:
1. C -1.161
2. C -0.198
3. N -0.536
4. H 0.316
5. H 0.334
6. H 0.316
7. H 0.282
8. H 0.262
9. H 0.208
10. H 0.189
11. C -0.714
12. C -0.368
13. N -0.615
14. H 0.325
15. H -0.003
16. H 0.283
17. H 0.329
18. H 0.305
19. H 0.225
20. H 0.219

[8]
A 2-piece molecular cluster, C4H14N2 overall. Source: the OMol25 dataset; level of theory: ωB97M-V with the def2-TZVPD basis set.

Atoms and positions in Å:
C: -2.276 -2.550 0.689
C: -2.208 -1.016 0.496
N: -2.315 -0.738 -0.966
H: -3.088 -2.937 1.174
H: -1.513 -2.837 1.274
H: -2.229 -2.973 -0.327
H: -1.287 -0.521 0.840
H: -2.958 -0.379 1.046
H: -1.991 0.180 -1.292
H: -3.278 -0.826 -1.336
C: 1.045 1.103 -0.115
N: 2.231 2.027 0.209
C: 3.583 1.596 -0.195
H: 0.775 1.036 -1.182
H: 0.140 1.532 0.262
H: 1.340 0.163 0.213
H: 2.093 2.948 0.052
H: 3.843 0.519 0.213
H: 3.758 1.300 -1.197
H: 4.335 2.375 0.142

Output
Structure (SMILES): CCN.CNC
Lowest unoccupied orbital energy (eV): 1.04
DFT total energy (eV): -7353.234
Max |F| (eV/Å): 4.8
Energy above the lowest of the compared OMol25 structures with the same formula, charge and spin (kcal per mole): 43.4
HOMO (eV): -8.50
Gap between HOMO and LUMO (eV): 9.54

Charges per atom according to Mulliken partitioning, unit e:
1. C -1.237
2. C 0.070
3. N -0.630
4. H 0.347
5. H 0.348
6. H 0.353
7. H 0.109
8. H 0.253
9. H 0.194
10. H 0.198
11. C -0.758
12. N -0.304
13. C -0.781
14. H 0.276
15. H 0.289
16. H 0.266
17. H 0.190
18. H 0.219
19. H 0.312
20. H 0.285

[9]
A 2-piece molecular cluster, C4H14N2O overall. Source: the OMol25 dataset; level of theory: ωB97M-V with the def2-TZVPD basis set.

Atoms and positions in Å:
C: -1.938 1.384 0.739
N: -0.938 0.357 0.998
C: -0.913 -0.652 -0.063
C: 0.044 -1.783 0.281
C: 1.517 -1.356 0.399
N: 2.116 -0.781 -0.796
H: -2.924 0.927 0.808
H: -1.842 1.856 -0.247
H: -1.914 2.141 1.523
H: -0.016 0.768 1.064
H: -0.662 -0.206 -1.035
H: -1.917 -1.073 -0.151
H: -0.261 -2.243 1.225
H: -0.021 -2.569 -0.476
H: 1.641 -0.641 1.215
H: 2.073 -2.246 0.703
H: 1.978 -1.411 -1.574
H: 1.675 0.101 -1.048
O: 0.818 2.129 -1.346
H: 0.149 2.376 -0.697
H: 1.334 2.921 -1.523

Output
Structure (SMILES): CNCCCN.O
Lowest unoccupied orbital energy (eV): 0.65
DFT total energy (eV): -9402.523
Max |F| (eV/Å): 0.5
Energy above the lowest of the compared OMol25 structures with the same formula, charge and spin (kcal per mole): 25.0
HOMO (eV): -8.88
Gap between HOMO and LUMO (eV): 9.53

Charges per atom according to Mulliken partitioning, unit e:
1. C -0.991
2. N -0.377
3. C -0.477
4. C -0.634
5. C -0.736
6. N -0.544
7. H 0.315
8. H 0.338
9. H 0.318
10. H 0.265
11. H 0.301
12. H 0.422
13. H 0.321
14. H 0.337
15. H 0.347
16. H 0.323
17. H 0.252
18. H 0.257
19. O -0.611
20. H 0.288
21. H 0.287

[10]
A 2-piece molecular cluster, C4H14N2O overall. Source: the OMol25 dataset; level of theory: ωB97M-V with the def2-TZVPD basis set.

Atoms and positions in Å:
C: 2.121 -0.144 2.693
N: 1.598 0.538 1.470
C: 0.621 -0.274 0.737
C: -0.295 0.512 -0.252
C: -1.684 0.319 0.122
N: -2.118 -1.156 0.011
H: 3.210 -0.242 2.730
H: 1.678 -1.145 2.811
H: 1.624 0.342 3.537
H: 1.221 1.410 1.864
H: 0.175 -0.889 1.436
H: 1.255 -1.048 0.213
H: -0.074 1.527 -0.203
H: -0.074 0.085 -1.311
H: -1.965 0.656 1.146
H: -2.323 1.041 -0.517
H: -3.147 -1.204 -0.119
H: -1.602 -1.587 -0.727
O: -0.068 0.415 -4.065
H: -0.081 -0.438 -3.521
H: -0.289 0.024 -4.983

Output
Structure (SMILES): CNCCCN.O
Lowest unoccupied orbital energy (eV): 0.62
DFT total energy (eV): -9400.996
Max |F| (eV/Å): 4.2
Energy above the lowest of the compared OMol25 structures with the same formula, charge and spin (kcal per mole): 60.2
HOMO (eV): -8.52
Gap between HOMO and LUMO (eV): 9.14

Charges per atom according to Mulliken partitioning, unit e:
1. C -0.828
2. N -0.439
3. C -0.685
4. C 0.083
5. C -0.587
6. N -0.513
7. H 0.260
8. H 0.270
9. H 0.340
10. H 0.263
11. H 0.565
12. H 0.213
13. H 0.445
14. H -0.387
15. H 0.287
16. H 0.300
17. H 0.229
18. H 0.192
19. O -0.633
20. H 0.298
21. H 0.325

[11]
A 2-piece molecular cluster, C4H14N2O overall. Source: the OMol25 dataset; level of theory: ωB97M-V with the def2-TZVPD basis set.

Atoms and positions in Å:
N: 2.097 1.077 -1.462
C: 1.896 1.579 -0.103
C: 1.008 0.669 0.741
C: -0.507 0.706 0.518
C: -0.998 -0.038 -0.679
N: -2.437 -0.291 -0.599
H: 1.845 1.716 -2.211
H: 1.586 0.211 -1.626
H: 2.860 1.653 0.402
H: 1.406 2.557 -0.095
H: 1.334 -0.380 0.730
H: 1.194 0.939 1.788
H: -0.799 1.767 0.517
H: -1.054 0.415 1.421
H: -0.749 0.537 -1.580
H: -0.489 -0.993 -0.847
H: -3.061 -0.020 -1.337
H: -2.633 -1.222 -0.320
O: -0.769 -2.911 1.497
H: -0.410 -3.631 0.944
H: -1.175 -3.431 2.197

Output
Structure (SMILES): NCCCCN.O
Lowest unoccupied orbital energy (eV): 0.62
DFT total energy (eV): -9402.235
Max |F| (eV/Å): 1.6
Energy above the lowest of the compared OMol25 structures with the same formula, charge and spin (kcal per mole): 31.6
HOMO (eV): -8.82
Gap between HOMO and LUMO (eV): 9.44

Charges per atom according to Mulliken partitioning, unit e:
1. N -0.604
2. C -0.356
3. C -0.867
4. C -0.427
5. C -0.440
6. N -0.592
7. H 0.260
8. H 0.246
9. H 0.296
10. H 0.230
11. H 0.363
12. H 0.337
13. H 0.295
14. H 0.295
15. H 0.338
16. H 0.232
17. H 0.180
18. H 0.201
19. O -0.583
20. H 0.308
21. H 0.287

[12]
A 2-piece molecular cluster, C4H14N2O overall. Source: the OMol25 dataset; level of theory: ωB97M-V with the def2-TZVPD basis set.

Atoms and positions in Å:
C: -1.693 -1.136 0.960
N: -0.607 -0.212 0.441
C: -0.788 1.116 1.181
C: -0.673 -0.084 -1.204
C: 0.103 1.213 -1.687
N: 1.616 1.044 -1.680
H: -1.632 -1.104 2.075
H: -2.645 -0.920 0.515
H: -1.379 -2.212 0.634
H: -1.267 1.741 0.419
H: 0.165 1.538 1.353
H: -1.324 1.136 2.177
H: -0.105 -1.048 -1.457
H: -1.788 -0.012 -1.392
H: -0.212 1.414 -2.720
H: -0.170 2.055 -0.932
H: 2.027 1.662 -2.271
H: 1.926 1.259 -0.733
O: 1.840 -1.831 1.639
H: 1.070 -1.181 1.601
H: 1.862 -2.157 0.795

Output
Structure (SMILES): CN(C)CCN.O
Lowest unoccupied orbital energy (eV): 0.90
DFT total energy (eV): -9400.530
Max |F| (eV/Å): 4.7
Energy above the lowest of the compared OMol25 structures with the same formula, charge and spin (kcal per mole): 70.9
HOMO (eV): -8.81
Gap between HOMO and LUMO (eV): 9.71

Charges per atom according to Mulliken partitioning, unit e:
1. C -1.064
2. N -0.010
3. C -1.006
4. C -0.572
5. C -0.343
6. N -0.604
7. H 0.408
8. H 0.407
9. H 0.257
10. H 0.342
11. H 0.293
12. H 0.336
13. H 0.338
14. H 0.274
15. H 0.371
16. H 0.200
17. H 0.202
18. H 0.212
19. O -0.671
20. H 0.351
21. H 0.279